DFT (the ωB97M-V functional and the def2-TZVPD basis) results for a gas-phase ion, CH3N2O2S (charge +1).

Positions of all 9 atoms, in Å:
S 0.961996 -0.280610 0.217727
O 1.322420 -0.099894 1.541118
O 1.567793 0.231498 -0.928132
N 0.141561 -1.668307 -0.032884
N -0.639535 1.073291 0.018847
C -1.249411 2.051605 -0.170947
H -0.548864 -1.977304 0.752270
H 0.266808 -2.236993 -0.906166
H -1.822765 2.906717 -0.491830

Cartesian forces, eV/Å:
S -2.17 4.86 -0.21
O 3.12 -1.48 4.39
O 2.81 -0.96 -2.81
N -1.88 -4.91 -0.21
N -4.69 4.40 -0.45
C 1.40 -2.17 -0.11
H 1.21 0.55 -1.73
H 0.03 -0.34 0.84
H 0.17 0.05 0.28

Output
Multiplicity: 3
E: -18980.2370 eV
HOMO energy (spin up / spin down): -11.48 / -17.17 eV
Energy above the lowest of the compared OMol25 structures with the same formula, charge and spin: 3.5311 eV
Charge: +1
Gap between HOMO and LUMO (spin up / spin down): 6.988 / 6.684 eV

These are the natural (NBO) partial charges, in e, on atoms 1 to 6: S 2.066; O -0.754; O -0.773; N -0.542; N -0.501; C 0.303

***

DFT (the ωB97M-V functional and the def2-TZVPD basis) results for 2 unconnected molecules or ions with the total composition C6H12Se.

Positions of all 19 atoms, in Å:
Se 1.743840 -0.046331 0.409184
C -2.234267 -0.515392 0.839985
C 3.372038 -0.952509 -0.459795
C 1.971268 0.352350 2.095279
C -1.878779 0.220185 -1.719581
C -0.804236 1.347972 0.216527
C -1.670737 0.437200 -0.219164
H -2.177559 -0.787787 -2.125514
H 2.865443 -1.824815 -0.766321
H -0.865883 1.824232 1.175639
H -0.319360 1.907799 -0.509346
H -2.534999 -1.518989 0.525311
H 3.751047 -0.161066 -1.198585
H 4.035566 -1.276518 0.390512
H -1.472057 -0.647984 1.709296
H -2.616220 0.841574 -2.170753
H -0.925869 0.606606 -2.041033
H 2.856013 0.226448 2.613230
H -3.095246 -0.032974 1.235127

Cartesian forces, eV/Å:
Se 1.28 -0.41 0.38
C 1.35 0.04 0.88
C 0.27 2.06 1.69
C -2.63 0.65 -1.20
C 0.42 -0.86 0.72
C -2.04 0.45 -0.22
C -0.14 -1.88 0.62
H 0.94 0.65 0.88
H -0.11 -0.91 -1.38
H 0.53 -0.67 0.75
H 0.97 1.27 -1.29
H 0.16 0.26 -0.37
H -0.28 -1.85 0.97
H -0.26 0.80 -1.12
H -1.32 0.30 -1.53
H -0.75 0.94 0.10
H 0.37 -0.38 -1.23
H 2.24 -0.62 0.68
H -0.99 0.18 0.68

Output
Multiplicity: 1
E: -71757.3700 eV
HOMO energy: -8.19 eV
Energy above the lowest of the compared OMol25 structures with the same formula, charge and spin: 4.5081 eV
Charge: 0
Gap between HOMO and LUMO: 8.257 eV

These are the natural (NBO) partial charges, in e, on atoms 1 to 6: Se 0.573; C -0.659; C -0.838; C -0.563; C -0.658; C -0.448

***

DFT (the ωB97M-V functional and the def2-TZVPD basis) results for a molecular structure, C42H36N2O2P2SiV.

Positions of all 86 atoms, in Å:
V -0.143095 -0.437089 0.020117
P 1.901960 0.179269 1.207570
P -2.146710 0.454426 1.052118
Si 0.085143 2.060874 -0.416555
O -1.425807 -1.816404 -1.047757
O 2.777360 -2.941513 0.163492
N 0.667869 -2.335595 -0.458722
N -0.961570 -4.033843 -0.803649
C -0.026612 -5.005459 -0.514124
C 1.787030 1.869596 1.884615
C 2.348747 3.611972 3.436164
C 1.082125 4.105818 1.450092
C 1.230327 -4.689736 -0.201877
C 1.092742 2.763012 1.059736
C -6.193533 -1.172880 -0.463376
C 4.507289 1.012604 0.594619
C -5.962100 -1.100161 0.899661
C -4.738045 -0.635187 1.370298
C 1.702800 4.530401 2.614341
C -1.616488 0.857345 5.104165
C -3.892732 4.160754 1.026614
C -2.122521 0.137645 2.855515
C -1.799465 1.146324 3.756801
C -1.765764 -0.440965 5.565403
C 1.503857 -1.087066 3.625823
C 5.600481 1.209826 -0.233668
C -1.575031 2.918266 -0.001335
C 3.715948 -1.379068 2.751932
C 5.564036 0.749743 -1.543549
C -2.466885 2.235744 0.832840
C 2.397740 2.278916 3.067407
C -3.040357 4.852412 0.166231
C 1.645160 -3.282340 -0.115118
C 4.438178 0.089291 -2.012898
C -2.246591 -1.170299 3.326840
C 3.352924 -0.120484 -1.173607
C 3.377369 0.335346 0.137616
C -2.082945 -1.457956 4.671444
C 0.727350 2.872991 -1.983682
C -2.346358 -4.347612 -1.139679
C -5.198864 -0.784855 -1.355174
C 4.057014 -2.135137 3.864048
C 1.842770 -1.839148 4.741332
C -1.905249 4.240499 -0.333315
C 3.121633 -2.364627 4.863054
C -3.609740 2.848537 1.349264
C 2.437834 -0.846583 2.621992
C -3.736012 -0.251236 0.485348
C -0.586227 -2.732078 -0.794786
C -3.978326 -0.333716 -0.884384
H -4.779696 4.639329 1.420518
H 5.052517 -2.551387 3.939920
H -2.596550 -3.951741 -2.122260
H -4.571718 -0.568821 2.437637
H -1.676256 2.165920 3.410354
H -4.288786 2.289653 1.984595
H 3.387944 -2.956972 5.728888
H 0.855214 3.952883 -1.866513
H -1.628167 -0.665062 6.615056
H -3.025185 -3.908884 -0.409016
H -0.382809 -6.025140 -0.567871
H -6.728525 -1.392062 1.605320
H 2.816224 3.937644 4.356844
H -1.356651 1.652751 5.789695
H 0.498979 -0.681878 3.551635
H -5.371552 -0.837485 -2.421552
H 2.486366 -0.652951 -1.548490
H 1.700674 2.461326 -2.258097
H 1.964079 -5.451037 0.008699
H 4.399293 -0.264116 -3.034522
H -2.190242 -2.477422 5.017506
H -7.146570 -1.528249 -0.833753
H 2.902052 1.556165 3.700287
H -2.478609 -1.975968 2.636686
H -2.461402 -5.429659 -1.144377
H 1.101779 -2.011237 5.510019
H 0.552726 4.837932 0.850645
H 6.470993 1.733173 0.138481
H 0.049545 2.703866 -2.821982
H 6.407479 0.913401 -2.201812
H -1.258996 4.804742 -0.995989
H 4.443521 -1.238014 1.964611
H 4.530257 1.403625 1.605014
H -3.207624 -0.053246 -1.592227
H -3.271030 5.874405 -0.107712
H 1.669068 5.575542 2.896027

Cartesian forces, eV/Å:
V 0.15 -0.20 -0.59
P 0.16 -0.12 0.31
P -0.20 0.15 0.42
Si -0.16 -0.14 -0.01
O 0.15 -0.25 0.04
O 0.05 0.02 0.22
N -0.37 -0.96 0.04
N -0.31 -0.27 -0.16
C -0.07 0.03 -0.07
C -0.01 -0.13 -0.08
C -0.01 0.08 -0.01
C -0.05 -0.02 -0.02
C 0.14 0.11 0.19
C 0.10 0.14 0.16
C 0.00 -0.01 -0.08
C 0.04 0.05 0.03
C 0.14 0.06 0.03
C -0.13 -0.02 -0.01
C 0.04 -0.06 0.06
C -0.02 -0.03 -0.03
C 0.08 0.07 -0.07
C 0.01 0.12 -0.10
C 0.03 0.11 0.03
C 0.01 -0.04 -0.01
C -0.12 -0.01 0.11
C -0.06 -0.05 -0.04
C -0.14 0.19 0.09
C 0.06 -0.10 -0.11
C -0.03 -0.01 -0.04
C 0.07 -0.08 -0.11
C 0.01 -0.06 0.01
C -0.12 -0.03 0.09
C -0.20 0.33 -0.56
C 0.03 0.02 0.05
C -0.01 -0.11 -0.04
C -0.09 -0.12 -0.09
C 0.00 0.21 0.08
C 0.03 0.06 0.00
C 0.15 0.25 -0.12
C 0.02 -0.07 0.02
C -0.05 -0.03 0.08
C -0.10 0.02 0.00
C 0.01 0.03 -0.06
C 0.07 -0.09 -0.02
C 0.03 0.00 -0.01
C -0.03 -0.10 0.00
C 0.14 0.18 0.01
C -0.11 -0.03 0.23
C 0.60 0.79 0.21
C 0.09 0.02 -0.10
H -0.01 0.01 0.00
H 0.02 -0.01 0.02
H 0.00 0.01 0.02
H -0.04 0.01 -0.01
H 0.00 -0.02 -0.03
H 0.01 -0.01 0.00
H -0.01 0.00 0.02
H 0.00 0.02 -0.02
H 0.00 0.00 0.02
H 0.01 0.01 -0.02
H -0.02 0.02 -0.03
H -0.03 -0.01 -0.01
H 0.00 0.01 0.01
H 0.00 0.01 0.02
H 0.02 0.03 -0.06
H -0.03 -0.01 -0.03
H 0.00 0.02 0.06
H 0.03 -0.03 0.02
H 0.02 0.00 0.03
H 0.02 -0.01 -0.02
H 0.00 -0.02 0.03
H 0.00 0.00 -0.01
H 0.00 0.01 -0.03
H 0.03 0.04 0.00
H 0.00 0.03 0.01
H -0.02 -0.02 0.05
H -0.02 -0.01 -0.04
H 0.02 0.01 0.00
H -0.05 -0.03 -0.01
H 0.02 0.00 0.01
H 0.04 -0.01 -0.02
H -0.01 0.02 -0.01
H -0.01 -0.01 0.00
H 0.02 0.02 0.06
H 0.01 0.01 -0.01
H 0.00 0.01 0.00

Output
Multiplicity: 4
E: -103359.2054 eV
HOMO energy (spin up / spin down): -7.23 / -6.94 eV
Energy above the lowest of the compared OMol25 structures with the same formula, charge and spin: 0.0000 eV
Charge: 0
Gap between HOMO and LUMO (spin up / spin down): 7.697 / 7.338 eV

These are the Löwdin partial charges, in e, on atoms 1 to 6: V 0.357; P 1.013; P 1.019; Si 0.580; O -0.098; O 0.051